Record 1
A 2-piece molecular cluster, C12H18F2N2O4PS2 overall. Source: OMol25; level of theory: ωB97M-V with the def2-TZVPD basis set.

Summary:
E, a.u.: -2215.9546
Charge: -1
HOMO, eV: -4.7985
Maximum force, eV/A: 1.3
Molar mass, g mol⁻¹: 387.4
E_LUMO, eV: 1.1
Gap between HOMO and LUMO, eV: 5.884

Geometry (Å):
C  0.43  0.70  0.46
C  -0.62  -0.08  1.28
C  -1.60  -0.88  0.42
C  -2.57  -0.08  -0.46
P  -3.85  0.97  0.45
S  -4.72  1.59  -1.59
S  -2.44  2.72  0.56
N  -5.12  -0.51  0.35
C  -4.70  -1.69  0.98
O  -4.54  -2.75  0.45
F  -4.41  -1.58  2.30
C  -6.40  -0.14  0.73
O  -7.27  0.28  0.05
F  -6.63  -0.30  2.07
H  1.41  0.24  0.55
H  0.16  0.75  -0.59
H  0.52  1.71  0.85
H  -1.14  0.58  1.97
H  -0.09  -0.81  1.90
H  -2.14  -1.59  1.05
H  -0.99  -1.49  -0.26
H  -3.14  -0.76  -1.09
H  -2.00  0.59  -1.11
H  -3.40  0.52  1.73
H  -4.86  1.75  1.09
H  -4.29  2.85  -1.62
H  -3.27  3.70  0.89
C  6.53  -1.17  -2.41
C  6.55  -1.81  -1.18
C  5.84  -1.28  -0.11
C  5.11  -0.12  -0.31
C  5.08  0.53  -1.52
C  5.80  0.00  -2.58
N  4.34  0.43  0.82
O  4.39  -0.16  1.88
O  3.69  1.43  0.61
H  7.09  -1.58  -3.24
H  7.12  -2.71  -1.04
H  5.84  -1.77  0.85
H  4.50  1.43  -1.64
H  5.78  0.49  -3.54



Record 2
A 3-piece molecular cluster, C4H17N2O2 overall. Source: OMol25; level of theory: ωB97M-V with the def2-TZVPD basis set.

Summary:
E, a.u.: -422.3496
Charge: +1
HOMO, eV: -11.9400
Maximum force, eV/A: 1.6
Molar mass, g mol⁻¹: 125.2
E_LUMO, eV: -3.0
Gap between HOMO and LUMO, eV: 8.898

Geometry (Å):
C  -0.86  -0.64  -1.11
C  0.63  -0.76  -1.35
C  1.41  -1.57  -0.31
C  2.92  -1.46  -0.54
N  3.59  -1.85  0.69
N  -1.30  0.79  -0.79
H  -1.47  -0.86  -1.99
H  -1.14  -1.28  -0.29
H  1.15  0.17  -1.59
H  0.77  -1.28  -2.31
H  1.19  -1.15  0.68
H  1.06  -2.59  -0.24
H  3.18  -0.43  -0.77
H  3.15  -2.09  -1.40
H  3.55  -2.83  0.92
H  4.58  -1.64  0.67
H  -1.33  0.94  0.22
H  -2.20  1.04  -1.19
H  -0.63  1.44  -1.21
H  -3.90  0.69  1.25
H  -3.61  2.16  1.16
O  -3.20  1.30  0.97
H  -1.74  3.99  3.06
H  -3.24  4.29  2.76
O  -2.55  3.61  2.71



Record 3
A 7-piece molecular cluster, C22H45N7 overall. Source: OMol25; level of theory: ωB97M-V with the def2-TZVPD basis set.

Summary:
E, a.u.: -1248.3521
Charge: 0
HOMO, eV: -7.9186
Maximum force, eV/A: 6.2
Molar mass, g mol⁻¹: 407.7
E_LUMO, eV: 0.1
Gap between HOMO and LUMO, eV: 7.981

Geometry (Å):
C  9.43  1.03  -12.93
C  8.69  0.99  -14.24
N  8.87  2.31  -14.92
C  7.64  3.06  -15.15
C  6.95  3.54  -13.87
C  9.91  2.52  -16.01
C  9.50  1.68  -17.23
H  8.80  1.57  -12.22
H  10.41  1.51  -12.98
H  9.49  0.10  -12.37
H  8.93  0.12  -14.85
H  7.66  0.75  -13.98
H  7.75  4.05  -15.57
H  7.01  2.52  -15.85
H  7.66  3.98  -13.16
H  6.27  4.35  -14.14
H  6.43  2.69  -13.45
H  10.92  2.29  -15.66
H  10.11  3.57  -16.19
H  9.50  0.60  -17.10
H  10.15  1.83  -18.09
H  8.54  2.06  -17.56
C  20.63  3.16  -10.82
C  21.00  4.53  -11.17
N  20.69  5.62  -10.23
C  21.60  5.66  -9.17
C  21.75  6.93  -8.30
C  19.31  5.63  -9.70
C  18.34  6.19  -10.69
H  21.08  2.72  -9.93
H  20.93  2.46  -11.60
H  19.56  2.97  -10.78
H  21.90  4.73  -11.75
H  20.43  4.83  -12.06
H  21.43  4.85  -8.46
H  22.54  5.24  -9.54
H  22.45  6.58  -7.54
H  22.30  7.63  -8.93
H  20.85  7.40  -7.91
H  19.26  6.16  -8.75
H  18.91  4.63  -9.53
H  17.29  6.11  -10.44
H  18.42  5.67  -11.65
H  18.56  7.24  -10.89
C  15.40  -0.70  -10.87
C  14.42  -1.67  -10.32
N  13.70  -2.39  -9.90
H  15.42  -0.80  -11.95
H  16.39  -0.85  -10.44
H  15.03  0.31  -10.71
C  22.23  -3.35  -13.18
C  20.75  -3.32  -13.23
N  19.57  -3.21  -13.25
H  22.54  -4.37  -13.40
H  22.61  -3.02  -12.21
H  22.57  -2.73  -14.02
C  12.47  -5.77  -5.29
C  12.42  -6.83  -4.23
N  12.49  -7.57  -3.35
H  12.13  -6.29  -6.19
H  13.45  -5.34  -5.52
H  11.69  -5.03  -5.09
C  18.51  -4.31  -7.30
C  18.80  -2.85  -6.97
N  19.14  -1.76  -6.69
H  18.29  -4.87  -6.40
H  19.44  -4.73  -7.68
H  17.62  -4.46  -7.91
C  12.11  -6.98  -12.22
C  11.74  -6.86  -13.61
N  11.38  -6.79  -14.71
H  11.65  -6.33  -11.48
H  13.19  -6.81  -12.13
H  11.77  -7.97  -11.94



Record 4
C4H8CsO4 as an isolated structure. Source: OMol25; level of theory: ωB97M-V with the def2-TZVPD basis set.

Summary:
E, a.u.: -478.1916
Charge: -1
HOMO, eV: -0.9954
Maximum force, eV/A: 2.3
Molar mass, g mol⁻¹: 253.0
E_LUMO, eV: 1.8
Gap between HOMO and LUMO, eV: 2.768

Geometry (Å):
O  1.69  -1.12  -1.07
C  1.73  -0.03  -0.50
C  0.71  1.04  -0.76
O  -0.20  0.66  -1.76
C  -1.31  1.52  -1.87
H  2.63  0.31  0.06
H  0.89  -1.04  2.30
H  1.24  1.96  -1.07
H  0.15  1.14  0.20
H  -1.92  1.16  -2.71
H  -1.91  1.47  -0.94
H  -1.00  2.56  -2.05
O  -1.22  -0.99  2.20
C  -0.11  -1.65  2.65
O  -0.04  -2.95  2.21
Cs  -1.26  -2.41  -0.68
H  -0.07  -1.62  3.79